{
  "formula": "C45H41BBrFN11O3SiTm",
  "method": "the ωB97M-V functional and the def2-TZVPD basis",
  "homo_lumo_gap_ev": [3.98, 6.57],
  "multiplicity": 4,
  "molar_mass_g_mol": 1090.6,
  "homo_energy_ev": [-2.2, -4.8],
  "charge": -1,
  "symbols": ["Tm", "O", "C", "C", "C", "C", "C", "C", "C", "O", "N", "N", "C", "C", "C", "C", "C", "C", "C", "O", "H", "H", "H", "H", "H", "H", "H", "H", "H", "H", "C", "C", "N", "N", "C", "B", "N", "C", "C", "C", "N", "N", "C", "C", "C", "N", "N", "C", "C", "C", "N", "H", "H", "H", "H", "H", "H", "H", "H", "H", "H", "H", "H", "C", "Si", "C", "C", "N", "C", "C", "C", "C", "C", "C", "F", "H", "H", "H", "H", "H", "H", "H", "H", "H", "H", "H", "H", "H", "Br", "C", "C", "C", "C", "C", "C", "C", "C", "C", "C", "H", "H", "H", "H", "H", "H"],
  "positions_angstrom": [[-0.091700, -0.117677, 0.079696], [-1.046320, -3.365051, 4.569716], [-2.234915, -2.774459, 4.360005], [-3.295082, -3.049628, 5.222837], [-4.555821, -2.534665, 4.975998], [-4.772849, -1.717602, 3.878120], [-3.709789, -1.369209, 3.069973], [-2.436696, -1.880179, 3.293850], [-1.330890, -1.453774, 2.409182], [-1.401933, -0.333842, 1.804670], [-0.317946, -2.293724, 2.323123], [0.694372, -1.924817, 1.458316], [1.753614, -2.678695, 1.617927], [3.031984, -2.501392, 1.023389], [4.063239, -3.366098, 1.452101], [5.371101, -3.188903, 1.074022], [5.708367, -2.139862, 0.230567], [4.708832, -1.315084, -0.265296], [3.384355, -1.482272, 0.101216], [2.379046, -0.680792, -0.438177], [-0.473697, -3.106658, 3.792779], [-3.121047, -3.693956, 6.072303], [-5.373157, -2.788289, 5.638393], [-5.762489, -1.348702, 3.651893], [-3.841229, -0.696309, 2.237710], [1.685463, -3.474800, 2.364426], [3.795992, -4.189904, 2.100129], [6.135798, -3.858788, 1.439791], [6.736946, -1.958798, -0.043954], [4.984040, -0.527845, -0.948824], [-3.394186, 2.355450, 1.492715], [-2.068573, 2.391364, 1.058354], [-1.914112, 1.643163, -0.029398], [-3.125055, 1.134679, -0.317362], [-4.029949, 1.531183, 0.590893], [-3.320755, 0.229180, -1.530343], [-3.195734, -1.232367, -1.058674], [-4.133851, -2.191086, -0.974317], [-3.561458, -3.294092, -0.380307], [-2.243881, -2.912309, -0.134338], [-2.037529, -1.666297, -0.539712], [-2.207840, 0.518999, -2.545050], [-2.295615, 1.341035, -3.601568], [-1.101779, 1.298206, -4.282216], [-0.322935, 0.404431, -3.549456], [-0.992434, -0.046111, -2.494084], [-4.665540, 0.477956, -2.202525], [-5.058733, 0.025905, -3.414921], [-6.306407, 0.541844, -3.675829], [-6.598738, 1.313354, -2.544517], [-5.607688, 1.265881, -1.679978], [-3.823567, 2.840237, 2.347696], [-1.242614, 2.938887, 1.478217], [-5.054727, 1.232680, 0.512661], [-5.132781, -2.038313, -1.337275], [-4.020406, -4.229945, -0.141968], [-1.449579, -3.488058, 0.300704], [-3.185761, 1.898924, -3.800921], [-0.820262, 1.843513, -5.158740], [0.686186, 0.097905, -3.747162], [-4.426625, -0.601945, -4.010144], [-6.914364, 0.390554, -4.543882], [-7.472571, 1.898174, -2.329756], [3.969386, 1.813423, 2.475397], [2.095727, 1.485734, 2.799762], [2.022920, -0.209224, 3.659082], [1.565326, 2.662938, 4.240510], [1.259946, 1.638811, 1.296136], [1.246386, 2.842336, 0.678241], [1.619489, 4.088185, 1.241122], [1.585794, 5.262447, 0.522766], [1.179869, 5.293668, -0.805847], [0.804693, 4.103121, -1.409063], [0.850955, 2.950672, -0.669866], [0.527406, 1.739806, -1.304027], [4.532250, 1.858780, 3.402563], [4.120431, 2.753071, 1.950912], [4.406092, 1.025274, 1.866787], [2.416280, -0.109777, 4.666296], [2.616251, -0.962512, 3.156965], [1.007097, -0.574659, 3.746739], [2.351072, 3.371464, 4.488344], [1.353529, 2.092732, 5.139713], [0.671503, 3.232364, 4.007054], [1.944379, 4.101702, 2.266765], [1.890454, 6.182075, 1.006855], [1.164486, 6.215383, -1.365390], [0.491048, 4.056545, -2.440812], [0.881645, -2.767082, -1.740315], [2.118838, -2.061652, -3.056902], [2.231869, -2.770263, -4.245236], [2.954425, -2.237592, -5.298291], [3.518941, -0.982404, -5.188942], [3.430810, -0.248447, -3.990997], [3.970450, 1.047470, -3.892232], [3.872570, 1.777915, -2.724164], [3.312944, 1.203685, -1.594877], [2.783964, -0.082662, -1.649216], [2.768045, -0.823801, -2.858233], [1.732906, -3.719883, -4.346413], [3.047532, -2.797836, -6.215705], [4.031337, -0.539228, -6.028792], [4.456170, 1.471322, -4.758554], [4.265355, 2.783139, -2.679231], [3.301707, 1.731754, -0.651581]],
  "atomic_forces_ev_per_a": [[0.3, -0.1, 0.6], [-0.1, 0.0, 0.2], [0.0, 0.0, -0.1], [0.0, -0.1, 0.0], [0.1, -0.1, 0.0], [-0.2, 0.1, 0.0], [0.1, -0.1, 0.0], [-0.1, 0.2, 0.0], [0.9, -1.4, 0.7], [0.1, 0.6, -0.5], [-0.9, 0.2, 0.4], [-1.5, 1.4, -0.8], [1.6, -0.8, -0.1], [-1.4, 0.0, 0.4], [0.6, -0.2, -0.1], [-0.2, -0.2, 0.2], [0.3, 0.1, -0.1], [-0.4, 0.2, 0.0], [1.1, -0.6, 0.3], [-0.2, 1.0, -1.1], [0.0, 0.0, -0.1], [0.1, -0.1, 0.0], [0.0, 0.0, 0.0], [-0.1, 0.1, 0.0], [0.0, 0.1, -0.1], [0.0, 0.1, -0.2], [0.0, 0.0, 0.1], [0.1, -0.1, 0.0], [0.1, 0.0, -0.1], [0.1, 0.0, 0.0], [0.1, 0.0, 0.0], [-0.3, 0.1, 0.0], [0.6, 0.1, 0.1], [-0.5, 0.1, 0.1], [0.2, 0.1, 0.3], [0.3, -0.2, 0.4], [-0.2, 0.0, -0.2], [0.0, -0.2, 0.1], [-0.1, 0.0, -0.1], [0.0, 0.0, -0.1], [0.4, -0.1, 0.2], [-0.2, 0.1, -0.4], [0.1, 0.1, -0.1], [0.1, 0.0, 0.0], [-0.3, 0.0, 0.0], [0.6, -0.2, 0.2], [-0.1, -0.2, -0.4], [-0.2, -0.1, -0.1], [0.1, -0.2, -0.1], [0.1, -0.1, -0.1], [-0.4, 0.5, 0.5], [0.0, 0.1, 0.1], [0.2, -0.1, 0.0], [-0.1, 0.0, 0.0], [-0.1, 0.1, 0.0], [-0.1, -0.2, 0.0], [0.2, 0.0, 0.2], [-0.3, 0.1, 0.0], [0.0, 0.1, -0.2], [0.1, -0.1, 0.1], [0.2, -0.2, -0.1], [-0.1, -0.1, -0.2], [-0.2, 0.1, 0.1], [-0.7, 0.0, 0.0], [0.9, -0.4, 1.0], [-0.1, 0.5, -0.6], [0.0, -0.2, -0.6], [-0.7, -0.7, -0.1], [0.0, 0.1, -0.3], [0.0, -0.3, 0.0], [0.0, 0.3, -0.2], [0.1, 0.1, 0.1], [0.0, -0.3, -0.1], [0.1, -0.2, 0.0], [0.3, 0.8, 0.3], [0.1, 0.0, 0.3], [0.0, 0.2, -0.1], [0.0, -0.2, -0.1], [0.1, 0.2, 0.2], [0.1, -0.1, -0.2], [-0.3, -0.1, 0.0], [0.2, 0.2, 0.0], [0.0, -0.2, 0.1], [-0.2, 0.1, -0.1], [0.1, 0.1, 0.1], [0.0, 0.0, 0.0], [0.0, 0.1, 0.0], [-0.1, 0.0, -0.1], [0.5, 0.0, -0.8], [-0.5, -1.0, -0.2], [-0.5, 0.3, 1.5], [0.8, 1.0, -0.5], [-0.3, -0.7, -0.2], [-0.2, -0.2, 0.4], [0.0, 0.6, 0.6], [0.3, -0.2, -1.2], [-0.8, -1.4, 0.6], [0.5, 1.0, 0.5], [0.0, 0.1, -0.1], [-0.1, -0.1, 0.0], [0.0, 0.0, -0.1], [0.1, 0.0, -0.1], [0.0, 0.0, -0.1], [0.0, 0.1, 0.0], [0.0, -0.1, 0.1]],
  "lowdin_spin": [2.029, 0.003, 0.009, -0.001, 0.011, -0.001, 0.010, 0.002, 0.052, 0.018, -0.016, 0.197, 0.208, 0.067, 0.094, 0.013, 0.141, 0.000, 0.090, 0.024, 0.001, 0.000, 0.001, 0.000, 0.001, 0.012, 0.004, -0.003, 0.012, -0.003, 0.000, 0.000, -0.001, 0.000, 0.000, 0.000, 0.001, 0.000, 0.000, 0.002, 0.003, 0.000, 0.000, 0.000, 0.000, 0.000, 0.000, 0.000, 0.000, 0.000, 0.000, 0.000, 0.000, 0.000, 0.000, 0.000, 0.001, 0.000, 0.000, 0.000, 0.000, 0.000, 0.000, 0.000, 0.001, 0.005, 0.001, -0.001, 0.000, 0.000, 0.000, 0.000, 0.000, 0.000, -0.001, 0.000, 0.000, 0.000, 0.000, 0.002, 0.001, 0.000, 0.000, 0.000, 0.000, 0.000, 0.000, 0.000, 0.004, 0.001, 0.000, 0.000, 0.000, 0.001, 0.001, 0.000, 0.001, 0.002, 0.001, 0.000, 0.000, 0.000, 0.000, 0.000, 0.000]
}